1.
This record from the OMol25 dataset describes C18H30BN8RuSb2Se5Si as an isolated structure in a non-equilibrium geometry. The level of theory is wB97M-V/def2-TZVPD.

## Properties
LUMO (alpha / beta) = -2.088 / -2.288 eV
Total charge = 0
Spin multiplicity = 2
Kohn-Sham gap (alpha / beta) = 5.1 / 4.9 eV
HOMO level (alpha / beta) = -7.17 / -7.17 eV

Positions of all 66 atoms, in Å:
Ru: 0.9591 -1.1437 0.2453
C: -2.2606 -2.3427 -2.3102
C: -1.2986 -2.5920 -1.3253
N: -0.7001 -1.4590 -0.9874
N: -1.2326 -0.4714 -1.7317
C: -2.1788 -0.9915 -2.5441
B: -0.5293 0.8835 -1.9769
N: 0.8164 0.5029 -2.6570
C: 1.4199 0.8117 -3.8217
C: 2.6403 0.1753 -3.8687
C: 2.7154 -0.5162 -2.6552
N: 1.6214 -0.3129 -1.9383
N: -0.1115 1.6677 -0.7058
C: -0.2911 2.9851 -0.4832
C: 0.5673 3.3789 0.5187
C: 1.2647 2.2165 0.8556
N: 0.8564 1.1976 0.1115
N: -1.5383 1.7334 -2.7396
C: -1.6391 2.2195 -4.0016
C: -2.8608 2.8285 -4.1292
C: -3.4641 2.6598 -2.8681
N: -2.6725 2.0010 -2.0406
H: -2.9147 -3.0575 -2.7787
H: -1.0445 -3.5294 -0.8630
H: -2.7318 -0.3739 -3.2320
H: 0.9597 1.4625 -4.5414
H: 3.3731 0.1991 -4.6562
H: 3.5069 -1.1477 -2.2829
H: -1.0192 3.5534 -1.0349
H: 0.6895 4.3615 0.9403
H: 2.0333 2.0864 1.5982
H: -0.8519 2.1066 -4.7241
H: -3.2640 3.3174 -4.9997
H: -4.4356 2.9901 -2.5332
Se: 2.3419 -5.5142 2.7421
Sb: 0.8422 -3.7719 1.9260
Se: 1.9309 -3.1326 -0.4376
Se: -1.4068 -4.5978 1.5372
Se: 0.5882 -2.3049 3.9694
C: -3.5925 -1.1658 0.8184
Si: -2.7902 -0.1711 2.1583
C: -2.8530 1.6739 1.9115
C: -3.1975 -0.7626 3.8770
Se: -0.4569 -0.5533 2.1468
H: -4.6745 -1.1901 0.9927
H: -3.2248 -2.1931 0.8170
H: -3.4280 -0.7134 -0.1609
H: -3.8069 2.0613 2.2825
H: -2.7708 1.9213 0.8503
H: -2.0507 2.1795 2.4513
H: -4.2159 -0.4711 4.1495
H: -2.5096 -0.3425 4.6137
H: -3.1180 -1.8504 3.9252
C: 3.0365 0.4442 3.5139
Sb: 3.0515 -0.7253 1.7251
C: 4.5939 0.2961 0.6796
C: 4.2345 -2.2857 2.5601
H: 4.0644 0.7543 3.7052
H: 2.6649 -0.1483 4.3437
H: 2.4082 1.3249 3.3990
H: 5.4287 0.4518 1.3635
H: 4.2238 1.2616 0.3320
H: 4.9289 -0.2822 -0.1800
H: 5.1872 -1.8187 2.8195
H: 4.4123 -3.1014 1.8664
H: 3.7736 -2.6729 3.4630

Cartesian forces (eV/Å) of the 6 atoms listed first:
-0.765 4.685 -1.445
0.082 0.003 0.022
-0.198 0.005 -0.220
0.063 -0.371 0.044
-0.302 0.269 0.051
-0.055 -0.106 -0.037

List of Löwdin charges in e, atom by atom: 0.306, -0.028, -0.203, -0.123, 0.012, -0.067, -0.649, 0.035, -0.055, -0.044, -0.157, -0.019, 0.023, -0.062, -0.033, -0.168, -0.086, -0.032, -0.077, -0.061, -0.149, 0.067, 0.104, -0.010, 0.124, 0.101, 0.098, 0.090, 0.122, 0.101, 0.071, 0.098, 0.093, 0.103, -0.093, -0.201, 0.137, -0.043, 0.166, -0.198, 0.297, -0.203, -0.218, 0.365, 0.046, -0.006, 0.019, 0.041, 0.015, 0.029, 0.038, 0.030, 0.040, -0.301, 1.162, -0.295, -0.327, 0.017, -0.024, -0.012, 0.010, 0.002, 0.003, 0.013, -0.011, -0.023

2.
This record from the OMol25 dataset describes C18H30CaN6O as an isolated structure in a non-equilibrium geometry. The level of theory is wB97M-V/def2-TZVPD.

## Properties
LUMO = -0.245 eV
Total charge = 0
Kohn-Sham gap = 3.3 eV
HOMO level = -3.57 eV

Positions of all 56 atoms, in Å:
Ca: 0.4571 0.2733 -0.5124
N: 1.9300 0.7452 1.5381
C: 2.0164 -0.0680 2.6937
C: 0.8891 -1.0858 2.8370
N: 0.5960 -1.8196 1.5824
C: 1.5050 -3.0059 1.4313
C: 2.8355 -2.6997 0.6653
N: 3.0120 -3.3328 -0.6355
C: -0.8065 -2.3258 1.6559
C: -1.9109 -1.2689 1.5842
N: -1.8484 -0.4926 0.3074
H: 2.8937 0.8859 1.2244
H: 1.6536 1.6917 1.8183
H: 1.9536 0.5420 3.6448
H: 2.9333 -0.5836 2.7420
H: 0.0174 -0.6097 3.1922
H: 1.2262 -1.7777 3.6608
H: 1.0390 -3.8560 0.9524
H: 1.7423 -3.3929 2.4574
H: 3.6965 -3.0152 1.3522
H: 2.9606 -1.6124 0.4681
H: 2.8997 -4.3375 -0.6424
H: 3.8954 -2.9972 -0.9920
H: -0.8787 -2.9265 2.5457
H: -0.9350 -3.0540 0.7522
H: -1.8459 -0.5764 2.4753
H: -2.8558 -1.7956 1.7065
H: -2.6330 0.1470 0.3327
H: -2.0156 -1.1086 -0.4999
O: 1.2137 -1.8158 -1.6714
C: 0.9314 -1.9751 -3.0828
C: 0.0804 -0.8573 -3.6834
C: -0.9642 -1.0639 -4.5835
C: -1.8906 -0.0675 -4.8122
C: -1.7045 1.1828 -4.2500
C: -0.6415 1.3458 -3.3889
N: 0.1661 0.3285 -2.9903
H: 1.8527 -2.5556 -1.3732
H: 0.4430 -2.9501 -3.3339
H: 1.9000 -1.9297 -3.6493
H: -1.1896 -2.0479 -4.9484
H: -2.8179 -0.1609 -5.3647
H: -2.4803 1.9668 -4.3671
H: -0.4655 2.2975 -2.9322
N: -0.6535 2.2234 -0.3297
C: -1.0952 3.2096 0.3420
C: -1.5373 3.0641 1.7674
C: -2.0237 4.1000 2.4927
C: -2.0593 5.4001 1.9628
C: -1.6606 5.6002 0.6624
C: -1.2539 4.5613 -0.1595
H: -1.3347 2.0984 2.2598
H: -2.4112 3.8871 3.4766
H: -2.2429 6.3000 2.5498
H: -1.5483 6.6277 0.2662
H: -1.0352 4.6876 -1.1974

Cartesian forces (eV/Å) of the 6 atoms listed first:
-1.227 1.514 0.606
0.994 1.591 -1.135
-1.463 0.001 2.639
1.492 -1.106 -0.211
-0.310 -0.807 0.044
0.792 0.872 0.565

List of Löwdin charges in e, atom by atom: 1.212, -0.058, -0.280, -0.185, -0.177, -0.161, -0.231, -0.010, -0.205, -0.239, -0.055, 0.090, 0.099, 0.143, 0.089, 0.088, 0.133, 0.105, 0.122, 0.128, 0.106, 0.106, 0.107, 0.110, 0.145, 0.117, 0.106, 0.079, 0.079, -0.231, -0.181, -0.242, -0.042, -0.072, -0.056, -0.129, 0.002, 0.019, 0.127, 0.132, 0.103, 0.110, 0.126, 0.073, -0.240, -0.594, -0.117, -0.192, -0.200, -0.189, -0.110, 0.053, 0.074, 0.068, 0.089, 0.055

3.
This record from the OMol25 dataset describes a 7-piece molecular cluster, C18H30Cl10F6O4 overall in a non-equilibrium geometry. The level of theory is wB97M-V/def2-TZVPD.

## Properties
LUMO = 0.184 eV
Total charge = 0
Kohn-Sham gap = 10.6 eV
HOMO level = -10.39 eV
SMILES string = CCOC(=O)C(F)(F)F.CCOC(=O)C(F)(F)F.ClCCCl.ClCCCl.ClCCCl.ClCCCl.ClCCCl

Positions of all 68 atoms, in Å:
C: -4.6333 5.5798 4.4825
C: -3.2235 4.8632 4.2735
O: -3.1556 3.8727 3.2104
C: -2.8469 4.3039 1.9754
O: -2.8179 5.4242 1.5037
C: -2.8158 3.0968 0.9923
F: -3.6400 3.3286 -0.1133
F: -1.5322 3.0497 0.5430
F: -3.1691 1.8961 1.5092
H: -5.0342 6.1468 3.6423
H: -4.4154 6.3223 5.2502
H: -5.4052 4.9406 4.9112
H: -2.9623 4.2757 5.1536
H: -2.5325 5.6893 4.1049
C: 2.4251 -0.0839 -5.7591
C: 1.4997 -0.1631 -4.5478
O: 0.9369 1.2111 -4.3887
C: 0.4134 1.5999 -3.1842
O: 0.5262 0.9368 -2.1410
C: -0.5243 2.8600 -3.3099
F: -1.2193 2.7105 -4.4056
F: -1.3717 3.0956 -2.3406
F: 0.2311 3.9571 -3.4771
H: 3.2671 0.5813 -5.5673
H: 1.8439 0.3605 -6.5670
H: 2.7859 -1.1044 -5.8876
H: 1.9801 -0.4582 -3.6150
H: 0.7345 -0.8781 -4.8500
Cl: -5.5932 -4.6511 -1.6769
C: -3.8127 -4.7469 -1.7601
C: -3.3380 -6.1898 -1.7553
Cl: -4.0005 -6.9064 -3.3279
H: -3.4045 -4.1721 -0.9288
H: -3.5120 -4.1221 -2.6011
H: -3.6290 -6.7710 -0.8803
H: -2.2643 -6.1878 -1.9431
Cl: 3.6999 0.4746 -1.8567
C: 4.1259 1.4877 -0.4928
C: 3.1378 2.7361 -0.3726
Cl: 3.0253 3.8775 -1.7379
H: 5.1639 1.7438 -0.2809
H: 3.7697 0.8414 0.3094
H: 3.2518 3.4151 0.4724
H: 2.1284 2.3549 -0.2184
Cl: 2.2798 -2.6214 5.5463
C: 2.6588 -1.6806 4.0794
C: 3.3441 -0.3615 4.5544
Cl: 3.7746 0.6513 3.0952
H: 1.7328 -1.4117 3.5710
H: 3.2893 -2.2691 3.4128
H: 4.2633 -0.5703 5.1018
H: 2.5726 0.0972 5.1729
Cl: 2.9748 -2.5005 -1.1672
C: 1.9871 -3.9571 -1.3357
C: 2.1571 -4.8987 -0.1385
Cl: 1.3328 -4.3602 1.3478
H: 2.1518 -4.3424 -2.3419
H: 0.9415 -3.6508 -1.3035
H: 3.1871 -4.8654 0.2166
H: 2.0577 -5.9690 -0.3188
Cl: 0.6758 0.6847 1.4951
C: -0.0157 -0.7567 0.6030
C: -1.1232 -1.2906 1.4619
Cl: -2.1121 -2.3326 0.4777
H: 0.6727 -1.5599 0.3404
H: -0.4487 -0.3219 -0.2978
H: -1.6991 -0.4241 1.7869
H: -0.7479 -1.8876 2.2930

Cartesian forces (eV/Å) of the 6 atoms listed first:
1.171 -0.628 0.329
-1.705 0.851 0.024
0.596 1.039 -0.658
-2.219 0.687 -0.798
0.518 -1.628 1.529
0.180 -0.069 -1.489

List of Löwdin charges in e, atom by atom: -0.047, -0.152, 0.019, -0.365, 0.158, -0.446, 0.112, 0.116, 0.142, 0.074, 0.069, 0.067, 0.121, 0.117, -0.063, -0.183, -0.005, -0.300, 0.066, -0.591, 0.189, 0.196, 0.136, 0.078, 0.083, 0.083, 0.054, 0.123, 0.528, -0.697, -0.568, 0.471, -0.001, 0.069, 0.078, 0.060, 0.593, -0.615, -0.644, 0.552, 0.082, -0.006, 0.060, 0.003, 0.551, -0.669, -0.608, 0.515, 0.036, 0.063, 0.064, 0.066, 0.567, -0.639, -0.646, 0.564, 0.074, 0.052, 0.045, 0.078, 0.580, -0.609, -0.710, 0.628, 0.026, 0.044, 0.052, 0.063